# 1
A 2-piece molecular cluster, C6H12O overall. Source: the Open Molecules 2025 dataset; level of theory: ωB97M-V with the def2-TZVPD basis set.

```
! RIJCOSX wB97M-V def2-TZVPD def2/J DEFGRID3
* xyz 0 1
C -0.4968 1.6440 1.4961
C -0.3038 0.5757 2.1961
C -1.7392 0.9638 1.9953
H -0.0988 2.4624 0.9157
H 0.3760 -0.1400 2.6324
H -2.3497 0.3736 1.3100
H -2.2925 1.4078 2.8251
C 1.8445 -0.3344 -1.8962
C 0.9611 -0.7400 -0.7232
C -0.5067 -0.3965 -0.9428
O -1.3518 -1.0726 -0.0332
H 1.4571 -0.7550 -2.8314
H 1.8850 0.7546 -2.0111
H 2.8685 -0.6957 -1.7623
H 1.3068 -0.2720 0.2060
H 1.0327 -1.8265 -0.5686
H -0.8044 -0.6176 -1.9795
H -0.6776 0.6747 -0.7849
H -1.1104 -2.0062 -0.0436
*
```

Calculated values
ΔE to the lowest compared entry with this formula, charge and spin	334.3	kJ/mol
frontier orbital gap	10.10	eV
SMILES string	C1=CC1.CCCO
highest occupied orbital energy	-9.085	eV
E_tot	-8460.8891	eV
F_max	0.41	eV Å⁻¹
E_LUMO	0.03724	Ha
molar mass	100.161	g mol⁻¹

***

# 2
A 4-piece molecular cluster, C21H50BN5O7 overall at a distorted geometry. Source: the Open Molecules 2025 dataset; level of theory: ωB97M-V with the def2-TZVPD basis set.

```
! RIJCOSX wB97M-V def2-TZVPD def2/J DEFGRID3
* xyz 0 1
H 0.4971 2.3489 3.4450
N 0.0969 2.1473 2.5137
C -1.1542 1.9005 2.6610
C -2.1141 1.5520 1.4661
B -2.9819 2.9078 1.2171
N -4.4702 2.9122 1.4631
C -4.6362 2.4107 2.5794
O -4.8551 1.6049 3.3892
H -1.5718 1.9509 3.7107
H -1.4800 1.3689 0.5579
H -2.7546 0.6570 1.6821
H -2.3948 3.8760 0.8790
C 1.3989 3.4423 -4.9703
O 2.0154 2.4632 -4.1523
C 3.2803 2.8744 -3.6259
C 3.1926 3.1035 -2.1214
N 2.3972 4.2891 -1.8085
C 2.0410 4.4104 -0.3921
C 1.1528 3.3185 0.2181
O -0.1720 3.3005 -0.2964
C -0.3283 2.5855 -1.5101
H 0.5397 2.9796 -5.4573
H 1.0392 4.2867 -4.3745
H 2.0852 3.7999 -5.7437
H 3.6726 3.7574 -4.1406
H 3.9752 2.0513 -3.8065
H 4.2019 3.2295 -1.7183
H 2.7535 2.2021 -1.6781
H 1.5399 4.2591 -2.3460
H 1.5130 5.3631 -0.2880
H 2.9604 4.4939 0.1976
H 1.0569 3.5399 1.2776
H 1.6072 2.3237 0.1638
H 0.3557 1.7369 -1.5859
H -0.2070 3.2545 -2.3645
H -1.3532 2.2048 -1.5459
C -4.7445 -1.0132 4.6904
O -5.1070 -2.1851 5.4040
C -5.9674 -1.9318 6.5125
C -7.3681 -2.4734 6.2486
N -8.0535 -1.6934 5.2203
C -9.2809 -2.3152 4.7206
C -9.1545 -3.6632 4.0008
O -8.4756 -3.5962 2.7551
C -7.0613 -3.6502 2.8430
H -3.9607 -1.2817 3.9811
H -5.5921 -0.6169 4.1271
H -4.3545 -0.2451 5.3641
H -5.9953 -0.8699 6.7764
H -5.5452 -2.4728 7.3644
H -7.9481 -2.4369 7.1755
H -7.2625 -3.5222 5.9488
H -7.4264 -1.5630 4.4361
H -9.7228 -1.6044 4.0167
H -9.9889 -2.4173 5.5503
H -10.1702 -3.9992 3.7664
H -8.7230 -4.4436 4.6387
H -6.7181 -4.2638 3.6791
H -6.6454 -2.6424 2.9092
H -6.6859 -4.0911 1.9170
C 6.5533 -3.8948 -5.6531
O 6.1227 -3.9263 -4.3025
C 7.1949 -4.0121 -3.3655
C 7.3391 -2.7116 -2.5824
N 7.8394 -1.6328 -3.4321
C 7.7401 -0.3037 -2.8269
C 6.3390 0.2299 -2.5058
O 5.5427 0.5020 -3.6508
C 4.8597 -0.6238 -4.1802
H 5.6735 -4.0037 -6.2876
H 7.0314 -2.9406 -5.8939
H 7.2403 -4.7185 -5.8679
H 8.1375 -4.2936 -3.8452
H 6.9314 -4.8079 -2.6630
H 8.0333 -2.8679 -1.7516
H 6.3543 -2.4679 -2.1681
H 7.3108 -1.6245 -4.2956
H 8.2057 0.3918 -3.5309
H 8.3483 -0.2834 -1.9162
H 6.4697 1.1931 -2.0005
H 5.7969 -0.4064 -1.7965
H 4.5735 -1.3403 -3.4071
H 5.4644 -1.1080 -4.9497
H 3.9508 -0.2634 -4.6682
*
```

Calculated values
frontier orbital gap	8.52	eV
SMILES string	[H]/N=C/CBN=C=O.COCCNCCOC.COCCNCCOC.COCCNCCOC
highest occupied orbital energy	-8.378	eV
E_tot	-45041.9537	eV
F_max	3.38	eV Å⁻¹
E_LUMO	0.00512	Ha
molar mass	495.471	g mol⁻¹

***

Question: frontier orbital gap of number 2 (C21H50BN5O7)?
Answer: 8.52 eV

***

Question: Among the records above, which one has the highest E_tot?
Answer: C6H12O

***

Question: Among the records above, which one has the highest E_LUMO?
Answer: C6H12O

***

Question: Among the records above, which one has the highest molar mass?
Answer: C21H50BN5O7